[1]
# C39H41N3O2PSSb2Ta

A molecular structure, C39H41N3O2PSSb2Ta (ωB97M-V with the def2-TZVPD basis set, OMol25).

As for the spin multiplicity: 1. As for the relative energy (zero: lowest compared OMol25 entry of this formula, charge and spin): 0.00 kcal per mole. Its largest force on an atom is 0.8 eV/Å. The frontier orbital gap is 6.728 eV. For the molar mass, the calculation gives 1071.285 g/mol. The net charge is +2. As for the total energy: -3102.1321 a.u.

```
90
Properties=species:S:1:pos:R:3:forces:R:3:lowdin_charge:R:1
Ta 0.15158 0.04009 -0.25213 -0.185 -0.353 0.504 1.04
N 1.45208 2.93551 3.06535 0.026 -0.063 -0.088 0.12
C 1.29247 1.92979 2.18870 -0.018 0.273 0.040 -0.84
S 0.07494 2.21386 0.93253 0.112 0.050 0.081 0.53
N 2.01331 0.86922 2.31186 -0.209 -0.124 -0.323 0.02
N 1.86183 -0.05838 1.27099 -0.052 0.262 0.068 -0.16
C 2.81775 -0.92349 1.29421 0.072 -0.253 -0.098 -0.06
C 3.02060 -2.04419 0.39514 0.144 0.249 0.348 -0.17
C 4.13270 -2.86960 0.56962 0.065 -0.084 -0.028 0.00
C 4.31463 -3.97085 -0.24906 -0.029 0.047 0.017 -0.04
C 3.37918 -4.25922 -1.23955 -0.029 0.011 -0.010 -0.03
C 2.26486 -3.44980 -1.42509 0.145 -0.155 -0.099 0.02
C 2.11454 -2.35114 -0.60767 -0.514 0.394 -0.158 -0.33
O 1.02815 -1.53943 -0.75336 0.461 -0.687 0.010 -0.31
H 0.84759 3.73662 3.04829 -0.017 -0.009 0.014 0.10
H 2.14165 2.84889 3.79361 0.013 0.009 0.013 0.12
H 3.54708 -0.78653 2.08836 0.013 -0.045 -0.013 0.15
H 4.84505 -2.64313 1.35367 0.000 -0.010 -0.006 0.13
H 5.17732 -4.60781 -0.11524 0.000 -0.006 -0.005 0.12
H 3.51650 -5.12346 -1.87548 0.012 -0.003 0.007 0.12
H 1.52768 -3.65580 -2.18925 0.006 -0.007 0.002 0.13
C 3.54980 0.18185 -2.86512 0.005 -0.054 0.002 -0.26
Sb 2.26518 1.37145 -1.67936 0.202 0.089 -0.239 1.36
C 3.67365 2.22885 -0.35473 0.042 -0.015 0.024 -0.27
C 2.00253 3.04257 -2.96380 -0.010 0.038 -0.092 -0.29
C 1.18555 2.71999 -4.18081 0.026 0.066 0.041 -0.29
C 1.82266 2.22125 -5.31572 0.017 0.004 -0.003 -0.05
C 1.11356 1.91490 -6.46541 -0.014 0.008 0.007 -0.06
C -0.25809 2.11998 -6.49888 0.018 0.008 0.023 -0.06
C -0.90029 2.62350 -5.38002 -0.017 -0.024 -0.016 -0.05
C -0.19954 2.91993 -4.21189 -0.053 0.036 0.046 -0.29
C -0.95443 3.43916 -3.02265 0.060 0.011 -0.073 -0.28
Sb -1.61527 1.86849 -1.74408 -0.199 0.115 0.077 1.34
C -2.94247 2.97002 -0.51583 -0.036 0.020 0.009 -0.29
C -2.99648 0.97173 -3.06381 -0.010 -0.030 -0.002 -0.26
H 4.36384 0.81468 -3.21546 0.025 -0.043 -0.021 0.03
H 3.00949 -0.23301 -3.71330 -0.005 0.002 -0.002 0.02
H 3.95027 -0.62746 -2.25620 0.021 -0.016 -0.032 0.01
H 4.37516 2.79725 -0.96372 0.037 0.009 0.046 0.03
H 4.20778 1.44949 0.18447 0.014 0.016 0.018 0.01
H 3.18225 2.89246 0.35264 0.004 0.020 0.001 0.00
H 3.02377 3.31446 -3.23485 -0.026 0.039 -0.043 0.08
H 1.59834 3.84951 -2.35592 -0.014 0.050 -0.054 0.06
H 2.89964 2.09501 -5.30431 -0.007 0.003 0.002 0.12
H 1.63149 1.53943 -7.33739 0.003 0.000 0.002 0.11
H -0.82196 1.90756 -7.39687 0.001 -0.002 0.000 0.11
H -1.96754 2.81002 -5.41793 0.006 0.004 -0.003 0.12
H -1.90449 3.88199 -3.32558 0.054 0.089 -0.048 0.08
H -0.41804 4.17404 -2.42625 0.032 0.012 -0.030 0.07
H -3.67677 3.44165 -1.16740 -0.026 0.027 0.048 0.03
H -2.39533 3.72874 0.03914 -0.016 0.009 0.003 0.00
H -3.44344 2.30642 0.18613 -0.008 -0.002 0.008 0.00
H -3.52423 1.77906 -3.56929 -0.036 -0.039 -0.019 0.03
H -3.70520 0.37242 -2.49499 -0.012 -0.005 -0.018 0.02
H -2.48172 0.34401 -3.78634 -0.002 0.009 -0.011 0.03
O -1.31936 -1.16611 -1.95117 0.140 0.143 0.067 -0.04
C -1.65747 -1.05761 -0.78889 -0.081 -0.010 0.049 -0.49
C -2.72391 -1.73420 -0.06544 0.089 0.054 -0.213 -0.22
C -3.77203 -2.40987 -0.69179 -0.046 -0.036 0.032 0.01
C -4.70946 -3.04632 0.09823 0.012 0.004 0.058 -0.03
C -4.58262 -3.02715 1.48998 -0.008 -0.003 -0.056 -0.02
C -3.52510 -2.37335 2.10513 0.012 -0.007 0.006 -0.04
C -2.59336 -1.70702 1.31872 -0.010 0.007 0.147 -0.30
P -1.10499 -0.87627 1.97489 -0.095 -0.089 -0.127 1.07
C -0.30011 -2.17088 2.94554 0.036 -0.061 0.015 -0.34
C -0.47402 -2.31749 4.32094 0.019 0.008 0.005 -0.07
C 0.11373 -3.38820 4.98095 -0.016 0.021 -0.032 -0.05
C 0.86404 -4.31902 4.27691 0.009 -0.004 0.002 -0.05
C 1.01813 -4.19326 2.90244 -0.032 0.024 0.026 -0.05
C 0.43583 -3.12445 2.24163 0.012 -0.010 -0.042 -0.10
C -1.73088 0.38972 3.09544 -0.050 0.060 0.010 -0.38
C -3.01418 0.90135 2.90226 -0.032 -0.017 0.030 -0.09
C -3.48248 1.93112 3.70374 0.029 0.007 0.019 -0.05
C -2.67247 2.45747 4.70071 -0.016 0.007 -0.014 -0.05
C -1.39043 1.95987 4.88974 -0.004 -0.045 -0.040 -0.06
C -0.91361 0.93559 4.08497 -0.020 -0.026 0.055 -0.13
H -3.83677 -2.43068 -1.77220 0.006 0.005 0.002 0.13
H -5.53770 -3.57062 -0.35842 -0.003 -0.004 0.008 0.12
H -5.31758 -3.53847 2.09766 -0.001 0.000 -0.004 0.12
H -3.42961 -2.38670 3.18403 -0.001 -0.001 -0.006 0.12
H -1.07184 -1.61401 4.88287 -0.003 0.072 0.004 0.11
H -0.02289 -3.49789 6.04829 -0.001 0.005 0.000 0.12
H 1.31823 -5.15090 4.79844 -0.001 0.001 -0.001 0.12
H 1.58340 -4.92912 2.34568 0.001 0.001 -0.004 0.12
H 0.53449 -3.05162 1.16540 -0.020 0.005 0.040 0.09
H -3.66189 0.48498 2.14028 0.004 0.010 0.002 0.10
H -4.48357 2.31472 3.55872 0.000 -0.004 -0.004 0.12
H -3.04340 3.25174 5.33474 0.001 -0.001 0.000 0.12
H -0.76133 2.36663 5.67055 0.004 -0.007 0.003 0.12
H 0.09402 0.56545 4.22910 -0.024 -0.056 0.033 0.10
```
Forces are in eV/Å.

=====

[2]
# C39H41N7O4Tl

A molecular structure, C39H41N7O4Tl in a non-equilibrium geometry (ωB97M-V with the def2-TZVPD basis set, OMol25).

As for the spin multiplicity: 1. As for the relative energy (zero: lowest compared OMol25 entry of this formula, charge and spin): 85.20 kcal per mole. Its largest force on an atom is 2.3 eV/Å. The frontier orbital gap is 5.515 eV. For the molar mass, the calculation gives 876.185 g/mol. The net charge is +1. As for the total energy: -2367.0939 a.u.

```
92
Properties=species:S:1:pos:R:3:forces:R:3:lowdin_charge:R:1
Tl -0.09566 0.19460 1.24267 0.516 1.418 0.298 1.22
C -0.42506 -1.41510 4.12157 0.249 -0.020 0.305 -0.08
N -1.49456 -1.04420 3.20027 0.495 0.151 -0.640 -0.25
C -2.44656 -0.16550 3.89217 -0.357 0.417 -0.045 -0.18
C -3.00926 0.93360 2.98287 0.198 0.171 0.253 -0.16
C -2.15526 2.19440 3.07307 -0.528 0.261 0.002 -0.22
N -0.75846 1.84630 3.02547 0.380 -0.525 -0.427 -0.03
C 0.08124 2.71400 3.44507 -0.055 0.120 0.230 -0.09
C 1.50684 2.62000 3.46497 0.484 -0.425 -0.375 -0.13
C 2.20494 3.75980 3.88697 0.245 0.042 -0.072 -0.04
C 3.57844 3.80820 3.90277 -0.101 0.187 0.068 -0.08
C 4.30664 2.69480 3.47897 -0.159 0.073 -0.103 -0.07
C 3.66274 1.57630 3.01727 -0.394 -0.191 0.054 -0.01
C 2.24254 1.46780 3.02857 0.665 1.539 0.612 -0.37
O 1.70334 0.33930 2.75677 -1.366 -1.381 -1.172 -0.16
C -2.13526 -2.26160 2.68387 -0.417 -0.221 0.026 -0.18
C -3.46056 -2.06630 1.94627 0.236 0.151 -0.273 -0.15
C -3.31626 -1.74550 0.46237 -0.547 -0.520 0.178 -0.20
N -2.46036 -0.64580 0.12037 0.799 0.661 0.130 0.01
C -2.80416 0.13950 -0.80213 -0.199 -0.290 0.078 -0.06
C -1.83596 0.99100 -1.51583 -0.195 0.345 -0.222 -0.30
C -1.69546 0.48720 -2.96153 -0.229 0.044 -0.209 -0.03
C 0.21374 1.28820 -3.66443 0.219 0.019 0.159 -0.11
C 0.97684 2.44280 -3.12853 0.317 -0.094 -0.078 -0.01
C 0.79304 2.88330 -1.89593 0.014 -0.206 0.260 0.04
C -0.16386 2.22970 -0.94623 -0.066 0.266 -0.916 -0.55
O 0.17484 2.35670 0.32137 0.008 -0.864 1.420 -0.15
H -0.81746 -1.95200 4.99397 -0.059 -0.007 -0.034 0.11
H 0.09314 -0.51780 4.44937 0.029 -0.017 -0.027 0.09
H 0.30104 -2.04920 3.62427 0.090 -0.108 -0.047 0.07
H -1.92586 0.31710 4.72047 -0.006 -0.116 -0.007 0.13
H -3.25536 -0.76570 4.32527 0.110 -0.029 0.029 0.13
H -4.03406 1.17540 3.26707 -0.055 -0.025 -0.081 0.13
H -3.00846 0.59420 1.94947 -0.155 -0.031 0.080 0.07
H -2.37256 2.73560 4.00457 0.003 -0.053 -0.091 0.13
H -2.39746 2.86970 2.24327 -0.020 -0.024 0.040 0.12
H -0.30596 3.65610 3.85927 -0.050 -0.092 -0.036 0.14
H 1.63404 4.62520 4.19307 -0.053 0.097 0.057 0.11
H 4.09174 4.70290 4.21917 0.013 0.048 0.095 0.10
H 5.38584 2.72300 3.51077 0.100 -0.019 -0.057 0.11
H 4.22114 0.71350 2.68697 0.042 -0.137 -0.021 0.11
H -2.32076 -2.94260 3.52887 0.105 0.062 -0.046 0.13
H -1.43026 -2.74940 2.00637 0.058 -0.135 0.063 0.11
H -4.07906 -1.31040 2.42687 -0.033 -0.090 0.076 0.10
H -4.01586 -3.00560 2.00237 0.023 0.062 0.031 0.13
H -4.31876 -1.60970 0.02647 0.162 -0.074 -0.015 0.13
H -2.84226 -2.60000 -0.03353 -0.156 -0.089 0.026 0.13
H -3.81026 0.11650 -1.24113 0.034 -0.090 0.064 0.16
H -2.38826 -0.28090 -3.29363 0.006 -0.105 0.020 0.16
H 0.72124 0.84790 -4.51993 -0.066 0.020 -0.005 0.14
H 1.66764 2.92800 -3.79953 0.135 0.160 -0.046 0.12
H 1.32574 3.72230 -1.48253 0.148 0.199 -0.005 0.13
O -1.36826 3.45730 -5.95943 0.369 0.036 -0.261 -0.05
C -2.24626 3.74030 -4.89463 -0.474 0.205 0.323 -0.21
C -1.83586 2.92940 -3.69423 -0.193 0.037 -0.153 -0.16
C -2.02126 3.34810 -2.44373 -0.193 -0.002 -0.225 0.02
C -1.70906 2.50370 -1.26933 -0.155 0.041 0.119 -0.07
N -0.40496 0.76200 -1.26473 0.441 -0.362 1.362 0.08
C -0.20736 0.22540 -2.61753 0.052 -0.416 -0.493 -0.23
C -1.29526 1.56580 -3.98013 -0.376 0.113 -0.180 -0.11
C 0.32254 -1.16770 -2.59473 0.358 -0.206 -0.278 -0.17
C 1.11194 -1.69500 -3.60793 -0.026 -0.067 0.209 0.06
C 1.51704 -3.02090 -3.53693 0.009 -0.115 -0.007 -0.17
C 2.38154 -3.62580 -4.61923 0.227 -0.026 0.236 -0.22
O 1.62934 -4.10970 -5.70563 -0.260 -0.080 -0.242 -0.03
C 1.07694 -3.78320 -2.46063 0.094 0.186 -0.090 0.00
C 0.28434 -3.16910 -1.50483 0.022 -0.283 -0.140 -0.14
N -0.07346 -1.90000 -1.55533 -0.296 0.138 0.054 0.12
H -1.57846 4.02630 -6.70663 -0.001 -0.050 0.045 0.10
H -3.27826 3.46590 -5.17703 0.168 0.024 0.078 0.13
H -2.25026 4.80660 -4.63783 0.025 -0.080 -0.018 0.13
H -2.42466 4.32930 -2.24633 -0.019 0.221 -0.064 0.12
H -2.21046 2.84060 -0.36243 0.021 0.049 -0.004 0.14
H -1.53196 1.29980 -5.00813 0.005 -0.132 0.064 0.15
H 1.42744 -1.08960 -4.43903 0.067 0.126 -0.167 0.12
H 2.99434 -4.42130 -4.17673 0.039 0.086 -0.074 0.12
H 3.04694 -2.86720 -5.03953 -0.036 -0.077 0.117 0.13
H 1.14414 -4.89960 -5.44313 0.025 0.053 0.011 0.10
H 1.35444 -4.82320 -2.36223 0.021 -0.078 0.021 0.12
H -0.09086 -3.72550 -0.65643 0.021 -0.172 0.110 0.11
N 2.60004 -5.94470 2.54467 -0.068 -0.448 0.199 0.19
C 2.74844 -4.94020 2.01647 0.010 -0.171 0.107 -0.18
C 2.89624 -3.68290 1.37977 0.008 0.783 -0.439 -0.19
C 4.08384 -3.29060 0.76087 -0.253 0.072 0.048 0.02
C 4.12484 -2.03940 0.17167 -0.134 -0.020 -0.035 -0.01
C 2.98914 -1.23870 0.20097 0.321 0.066 -0.147 -0.10
N 1.85784 -1.62000 0.77637 -0.672 0.299 0.084 0.03
C 1.80964 -2.80560 1.35077 0.242 -0.420 0.123 -0.10
H 4.93874 -3.95120 0.73197 0.014 -0.015 0.081 0.13
H 5.02434 -1.69490 -0.31503 0.005 0.079 -0.039 0.12
H 2.98134 -0.26250 -0.26103 0.064 0.158 -0.030 0.13
H 0.87344 -3.09940 1.80007 -0.087 -0.086 0.091 0.11
```
Forces are in eV/Å.